No. 1
{
  "formula": "C23H33FNO2P2Yb",
  "method": "ωB97M-V with the def2-TZVPD basis set",
  "symbols": ["C", "C", "N", "C", "C", "C", "C", "P", "Yb", "P", "C", "C", "C", "C", "C", "C", "C", "O", "O", "H", "H", "H", "C", "C", "H", "H", "H", "H", "C", "C", "H", "H", "H", "H", "H", "H", "H", "H", "H", "H", "H", "H", "H", "H", "H", "H", "H", "H", "H", "H", "H", "H", "F", "C", "C", "C", "C", "C", "C", "H", "H", "H", "H"],
  "coordinates": [[-3.855, -1.343, -0.840], [-2.438, -1.255, -0.745], [-1.866, -0.142, -0.140], [-2.666, 0.831, 0.337], [-4.057, 0.737, 0.314], [-4.659, -0.365, -0.291], [-1.642, -2.310, -1.266], [0.081, -2.578, -0.942], [0.553, -0.055, 0.171], [-0.392, 2.559, 0.298], [-2.045, 2.074, 0.964], [2.897, 1.188, -0.434], [3.642, 0.145, 0.249], [5.011, 0.034, 0.044], [5.689, 0.892, -0.844], [4.977, 1.875, -1.567], [3.615, 2.024, -1.400], [-3.567, -1.900, -6.802], [-2.602, 1.390, -3.007], [-4.269, -2.222, -1.336], [-4.636, 1.546, 0.757], [-5.744, -0.446, -0.329], [0.039, -3.845, 0.400], [0.551, -3.613, -2.383], [-2.713, 2.935, 0.791], [-1.968, 1.934, 2.058], [-2.917, -2.373, -6.329], [-2.186, -3.044, -1.873], [0.096, 3.807, 1.538], [-0.943, 3.591, -1.102], [3.134, -0.522, 0.965], [5.581, -0.732, 0.578], [6.765, 0.795, -0.978], [5.527, 2.515, -2.261], [3.051, 2.787, -1.946], [1.818, 0.997, -0.699], [-2.154, 0.624, -3.401], [-3.465, 1.102, -2.799], [-3.940, -1.274, -6.159], [2.133, 1.734, 0.148], [-0.354, -4.789, -0.003], [1.056, -4.000, 0.786], [-0.601, -3.494, 1.220], [0.242, -4.657, -2.235], [0.084, -3.208, -3.290], [1.643, -3.568, -2.494], [-1.595, 4.397, -0.735], [-0.051, 4.029, -1.571], [-1.479, 2.977, -1.844], [-0.573, 4.679, 1.502], [0.084, 3.367, 2.545], [1.123, 4.125, 1.313], [1.175, -1.556, 6.491], [1.026, -1.198, 5.169], [0.214, -0.112, 4.863], [0.076, 0.254, 3.499], [0.746, -0.470, 2.542], [1.534, -1.558, 2.844], [1.696, -1.939, 4.202], [-0.298, 0.440, 5.649], [-0.557, 1.107, 3.247], [2.052, -2.142, 2.077], [2.325, -2.783, 4.479]],
  "lowdin_spin": [0.00, 0.00, 0.00, 0.00, 0.00, 0.00, 0.00, 0.00, 0.04, 0.01, 0.00, 0.10, 0.23, 0.00, 0.28, 0.00, 0.21, 0.00, 0.00, 0.00, 0.00, 0.00, 0.00, 0.00, 0.00, 0.00, 0.00, 0.00, 0.00, 0.00, 0.01, -0.01, 0.02, -0.01, 0.01, 0.05, 0.00, 0.00, 0.00, 0.06, 0.00, 0.00, 0.00, 0.00, 0.00, 0.00, 0.00, 0.00, 0.00, 0.00, 0.00, 0.00, 0.00, 0.00, 0.00, 0.00, 0.00, 0.00, 0.00, 0.00, 0.00, 0.00, 0.00],
  "gap_ha": [0.23161, 0.19870],
  "lumo_energy_ev": [0.026, -0.870],
  "total_charge": 0,
  "spin_multiplicity": 2
}

No. 2
{
  "formula": "C18H54O11",
  "method": "ωB97M-V with the def2-TZVPD basis set",
  "symbols": ["O", "C", "C", "O", "H", "H", "H", "H", "H", "H", "O", "C", "C", "O", "H", "H", "H", "H", "H", "H", "C", "C", "O", "H", "H", "H", "H", "H", "H", "C", "C", "O", "H", "H", "H", "H", "H", "H", "C", "C", "O", "H", "H", "H", "H", "H", "H", "C", "C", "O", "H", "H", "H", "H", "H", "H", "C", "C", "O", "H", "H", "H", "H", "H", "H", "C", "C", "O", "H", "H", "H", "H", "H", "H", "C", "C", "O", "H", "H", "H", "H", "H", "H"],
  "coordinates": [[-4.078, 5.606, -14.981], [-3.802, 4.573, -14.079], [-5.114, 4.040, -13.639], [-4.892, 2.808, -12.958], [-3.699, 5.422, -15.844], [-3.057, 3.911, -14.521], [-3.251, 4.899, -13.196], [-5.779, 3.860, -14.483], [-5.734, 4.783, -13.138], [-5.688, 2.289, -12.829], [-8.474, -3.529, -14.216], [-9.087, -4.637, -14.918], [-10.624, -4.727, -14.824], [-10.993, -3.489, -15.329], [-8.740, -2.778, -14.751], [-8.795, -4.515, -15.961], [-8.530, -5.528, -14.629], [-10.912, -4.846, -13.780], [-11.059, -5.508, -15.448], [-11.097, -3.649, -16.270], [-3.901, -4.788, -14.912], [-5.182, -4.617, -15.710], [-5.813, -3.332, -15.551], [-4.075, -5.063, -13.872], [-3.285, -3.890, -14.962], [-3.347, -5.620, -15.346], [-5.825, -5.496, -15.672], [-4.971, -4.564, -16.778], [-6.541, -3.350, -14.926], [-1.008, -0.810, -12.277], [-2.123, -0.448, -13.318], [-2.243, -1.368, -14.379], [-1.011, -0.049, -11.496], [-0.029, -0.626, -12.720], [-1.077, -1.777, -11.779], [-2.058, 0.569, -13.705], [-3.072, -0.592, -12.803], [-3.168, -1.499, -14.602], [-7.949, -0.845, -17.990], [-9.103, -1.311, -18.792], [-9.167, -0.718, -20.052], [-7.771, 0.229, -17.941], [-6.981, -1.193, -18.351], [-8.043, -1.410, -17.063], [-10.009, -1.022, -18.259], [-8.957, -2.387, -18.885], [-9.629, 0.099, -19.850], [-11.521, 0.674, -16.231], [-12.132, 1.601, -15.126], [-11.175, 1.463, -14.101], [-10.659, 1.195, -16.649], [-12.205, 0.596, -17.075], [-11.285, -0.321, -15.854], [-13.026, 1.083, -14.779], [-12.376, 2.590, -15.515], [-10.963, 0.534, -13.983], [-6.230, 0.191, -14.935], [-7.670, 0.717, -14.541], [-7.616, 1.534, -13.390], [-6.225, -0.547, -15.738], [-5.743, -0.278, -14.080], [-5.598, 0.989, -15.326], [-8.257, -0.143, -14.216], [-8.182, 1.102, -15.422], [-8.433, 2.024, -13.274], [-11.408, 4.538, -12.428], [-10.298, 3.810, -11.536], [-10.069, 2.531, -11.980], [-10.903, 4.574, -13.394], [-11.735, 5.471, -11.970], [-12.244, 3.843, -12.508], [-10.782, 3.897, -10.563], [-9.345, 4.336, -11.475], [-10.599, 2.185, -12.702], [-9.205, -1.456, -11.571], [-10.596, -1.549, -12.147], [-10.642, -1.351, -13.521], [-8.548, -2.259, -11.906], [-9.145, -1.573, -10.489], [-8.772, -0.470, -11.737], [-11.250, -0.858, -11.615], [-11.045, -2.538, -12.056], [-10.786, -2.202, -13.943]],
  "lowdin_charge": [-0.06, -0.27, -0.26, -0.07, 0.09, 0.12, 0.12, 0.11, 0.12, 0.05, -0.08, -0.20, -0.21, -0.08, 0.07, 0.12, 0.12, 0.13, 0.13, 0.11, -0.08, -0.31, -0.10, 0.07, 0.06, 0.07, 0.10, 0.10, 0.04, -0.07, -0.30, -0.10, 0.06, 0.06, 0.07, 0.11, 0.10, 0.06, -0.10, -0.36, -0.05, 0.08, 0.08, 0.06, 0.10, 0.12, 0.08, -0.08, -0.24, -0.12, 0.07, 0.07, 0.06, 0.11, 0.12, 0.05, -0.06, -0.28, -0.08, 0.04, 0.07, 0.07, 0.08, 0.10, 0.06, -0.06, -0.32, -0.10, 0.07, 0.07, 0.06, 0.09, 0.11, 0.02, -0.07, -0.31, -0.10, 0.06, 0.08, 0.07, 0.12, 0.11, 0.04],
  "gap_ha": 0.35086,
  "lumo_energy_ev": 0.065,
  "total_charge": 0,
  "smiles": "OCCO.OCCO.CCO.CCO.CCO.CCO.CCO.CCO.CCO",
  "spin_multiplicity": 1
}

No. 3
{
  "formula": "C31H73N4O17P4S",
  "method": "ωB97M-V with the def2-TZVPD basis set",
  "symbols": ["C", "C", "C", "C", "C", "C", "C", "C", "C", "C", "C", "C", "N", "C", "N", "C", "C", "C", "C", "S", "O", "O", "O", "C", "O", "C", "C", "N", "P", "C", "C", "N", "O", "H", "H", "H", "H", "H", "H", "H", "H", "H", "H", "H", "H", "H", "H", "H", "H", "H", "H", "H", "H", "H", "H", "H", "H", "H", "H", "H", "H", "H", "H", "H", "H", "H", "H", "H", "H", "H", "H", "H", "H", "H", "H", "H", "H", "H", "H", "C", "O", "P", "O", "O", "C", "O", "C", "H", "H", "H", "H", "H", "H", "H", "H", "H", "C", "O", "P", "O", "O", "C", "O", "C", "H", "H", "H", "H", "H", "H", "H", "H", "H", "C", "O", "P", "O", "O", "C", "O", "C", "H", "H", "H", "H", "H", "H", "H", "H", "H"],
  "coordinates": [[0.804, 3.516, 1.200], [-0.809, 3.885, 1.037], [-1.630, 2.708, 0.213], [-3.239, 2.798, 0.535], [-3.940, 1.293, 0.723], [-4.593, 1.066, 2.210], [-4.070, -0.275, 3.000], [-4.966, -1.629, 2.712], [-3.999, -2.979, 2.534], [-3.818, -3.688, 4.002], [-2.801, -5.011, 3.967], [-1.673, -4.936, 2.779], [-1.359, -5.836, 1.604], [-0.167, -5.307, 0.780], [0.420, -5.828, -0.333], [1.555, -5.284, -1.153], [0.931, -4.066, -2.095], [2.083, -3.101, -2.761], [1.289, -1.892, -3.553], [1.873, -0.164, -3.126], [0.648, 0.694, -2.630], [2.405, 0.583, -4.400], [3.110, -0.128, -1.920], [-0.207, -7.139, -0.855], [-0.150, -8.239, 0.120], [1.232, -8.578, 0.500], [1.295, -8.472, 2.156], [0.247, -4.044, 1.474], [1.523, -2.842, 1.246], [3.077, -3.211, 2.293], [0.917, -1.039, 1.420], [-0.594, -3.867, 2.563], [-0.636, -2.924, 3.521], [0.968, 2.756, 2.076], [1.405, 4.523, 1.355], [1.141, 3.028, 0.165], [-0.858, 4.912, 0.466], [-1.276, 4.071, 2.120], [-1.459, 2.836, -0.946], [-1.241, 1.652, 0.610], [-3.414, 3.480, 1.477], [-3.750, 3.301, -0.413], [-4.831, 1.220, -0.052], [-3.125, 0.484, 0.489], [-5.784, 1.022, 2.143], [-4.318, 2.001, 2.868], [-4.139, -0.079, 4.168], [-2.918, -0.478, 2.758], [-5.656, -1.837, 3.636], [-5.539, -1.500, 1.695], [-4.468, -3.752, 1.771], [-2.970, -2.558, 2.100], [-3.472, -2.908, 4.837], [-4.906, -4.030, 4.353], [-2.211, -4.961, 5.001], [-3.427, -6.000, 3.999], [2.493, -4.916, -0.518], [2.008, -6.080, -1.919], [0.341, -4.579, -2.978], [0.223, -3.415, -1.388], [2.903, -2.730, -2.012], [2.626, -3.745, -3.599], [0.141, -1.955, -3.268], [1.338, -1.986, -4.734], [3.982, -0.351, -2.373], [-1.332, -6.951, -1.143], [0.327, -7.479, -1.865], [2.060, -7.948, -0.041], [1.372, -9.731, 0.239], [1.780, -7.464, 2.501], [1.826, -9.393, 2.657], [0.161, -8.516, 2.526], [4.009, -3.175, 1.567], [3.117, -2.434, 3.167], [2.934, -4.312, 2.730], [-0.265, -0.941, 1.548], [1.321, -0.312, 0.565], [1.370, -0.607, 2.430], [0.139, -2.990, 4.153], [-3.241, 10.657, 0.354], [-2.318, 9.626, 0.647], [-2.847, 8.110, 0.761], [-1.783, 7.094, 1.037], [-3.659, 7.882, -0.611], [-2.927, 7.954, -1.817], [-4.011, 8.198, 1.871], [-3.615, 8.107, 3.225], [-2.854, 11.240, -0.486], [-4.227, 10.267, 0.087], [-3.337, 11.307, 1.225], [-1.852, 7.841, -1.649], [-3.118, 8.923, -2.286], [-3.269, 7.162, -2.487], [-4.268, 8.746, 3.825], [-2.581, 8.433, 3.366], [-3.723, 7.073, 3.562], [10.014, -1.486, 1.417], [8.677, -1.743, 1.801], [8.224, -3.260, 2.093], [6.799, -3.416, 2.528], [9.315, -3.790, 3.152], [9.366, -3.145, 4.408], [8.612, -4.039, 0.738], [7.666, -4.012, -0.312], [10.416, -0.701, 2.063], [10.648, -2.372, 1.505], [10.027, -1.138, 0.383], [8.451, -2.583, 4.614], [10.219, -2.461, 4.417], [9.507, -3.897, 5.187], [8.201, -3.990, -1.265], [7.021, -3.132, -0.251], [7.056, -4.918, -0.268], [-1.972, 5.866, -7.547], [-2.619, 4.610, -7.494], [-3.300, 4.137, -6.114], [-3.989, 2.810, -6.177], [-4.250, 5.373, -5.710], [-5.313, 5.687, -6.587], [-2.097, 4.231, -5.047], [-1.238, 3.112, -4.947], [-2.360, 6.420, -8.406], [-2.140, 6.458, -6.644], [-0.900, 5.709, -7.678], [-5.545, 4.856, -7.259], [-5.034, 6.562, -7.179], [-6.200, 5.927, -5.997], [-0.227, 3.464, -4.730], [-1.217, 2.536, -5.877], [-1.576, 2.473, -4.128]],
  "lowdin_charge": [-0.15, -0.26, -0.21, -0.20, -0.20, -0.22, -0.22, -0.20, -0.22, -0.20, -0.10, -0.01, 0.14, -0.15, -0.06, -0.18, -0.20, -0.21, -0.22, 0.80, -0.39, -0.38, -0.24, -0.14, -0.20, -0.22, -0.09, -0.17, 0.91, -0.28, -0.28, -0.20, 0.01, 0.06, 0.08, 0.08, 0.09, 0.11, 0.11, 0.10, 0.10, 0.11, 0.11, 0.09, 0.12, 0.10, 0.11, 0.10, 0.11, 0.12, 0.13, 0.10, 0.13, 0.13, 0.13, 0.13, 0.12, 0.15, 0.14, 0.11, 0.10, 0.13, 0.12, 0.14, 0.11, 0.16, 0.16, 0.12, 0.14, 0.06, 0.08, 0.09, 0.06, 0.06, 0.07, 0.06, 0.07, 0.06, 0.16, -0.11, -0.22, 0.44, -0.25, -0.23, -0.10, -0.22, -0.11, 0.09, 0.09, 0.09, 0.09, 0.09, 0.09, 0.09, 0.09, 0.09, -0.11, -0.22, 0.43, -0.26, -0.22, -0.10, -0.22, -0.11, 0.10, 0.09, 0.09, 0.09, 0.09, 0.10, 0.09, 0.08, 0.09, -0.11, -0.22, 0.43, -0.25, -0.23, -0.11, -0.23, -0.11, 0.09, 0.09, 0.09, 0.09, 0.09, 0.09, 0.10, 0.09, 0.09],
  "gap_ha": 0.30216,
  "lumo_energy_ev": -2.988,
  "total_charge": 1,
  "spin_multiplicity": 1
}

No. 4
{
  "formula": "C18H32NO3",
  "method": "ωB97M-V with the def2-TZVPD basis set",
  "symbols": ["C", "C", "O", "C", "C", "C", "N", "C", "C", "C", "C", "C", "O", "C", "C", "C", "C", "C", "C", "O", "C", "C", "H", "H", "H", "H", "H", "H", "H", "H", "H", "H", "H", "H", "H", "H", "H", "H", "H", "H", "H", "H", "H", "H", "H", "H", "H", "H", "H", "H", "H", "H", "H", "H"],
  "coordinates": [[6.347, 1.843, 0.606], [6.502, 0.894, -0.575], [5.466, -0.082, -0.674], [5.472, -1.125, 0.299], [4.321, -0.987, 1.305], [2.973, -0.977, 0.593], [2.883, 0.232, -0.262], [1.786, 0.196, -1.272], [0.456, 0.195, -0.574], [0.033, 1.328, 0.106], [-1.167, 1.310, 0.783], [-1.986, 0.180, 0.815], [-3.096, 0.326, 1.555], [-4.234, -0.518, 1.424], [-4.934, -0.402, 0.069], [-5.764, 0.875, -0.108], [-4.887, 2.124, -0.130], [-6.579, 0.781, -1.397], [-1.551, -0.981, 0.126], [-2.336, -2.091, 0.178], [-2.015, -3.208, -0.617], [-0.340, -0.945, -0.551], [6.418, 1.313, 1.553], [5.397, 2.374, 0.562], [7.146, 2.577, 0.572], [7.470, 0.385, -0.526], [6.445, 1.444, -1.517], [6.430, -1.151, 0.822], [5.361, -2.064, -0.254], [4.361, -1.832, 1.990], [4.437, -0.075, 1.894], [2.141, -0.989, 1.299], [2.892, -1.853, -0.055], [2.727, 1.050, 0.336], [3.847, 0.314, -0.696], [1.890, 1.080, -1.905], [1.914, -0.694, -1.888], [0.619, 2.236, 0.088], [-1.516, 2.184, 1.308], [-4.899, -0.173, 2.220], [-3.958, -1.556, 1.620], [-4.190, -0.462, -0.728], [-5.594, -1.266, -0.029], [-6.459, 0.952, 0.735], [-5.499, 3.008, -0.291], [-4.356, 2.242, 0.810], [-4.157, 2.063, -0.937], [-7.234, -0.087, -1.378], [-5.920, 0.696, -2.259], [-7.192, 1.669, -1.523], [-1.085, -3.683, -0.289], [-2.838, -3.907, -0.477], [-1.944, -2.943, -1.675], [-0.002, -1.822, -1.079]],
  "nbo_charge": [-0.64, -0.06, -0.57, -0.08, -0.45, -0.23, -0.53, -0.23, -0.10, -0.23, -0.23, 0.28, -0.49, -0.07, -0.42, -0.21, -0.61, -0.60, 0.31, -0.51, -0.25, -0.29, 0.21, 0.20, 0.24, 0.19, 0.20, 0.20, 0.20, 0.25, 0.22, 0.24, 0.22, 0.42, 0.47, 0.23, 0.23, 0.21, 0.24, 0.20, 0.20, 0.20, 0.22, 0.19, 0.21, 0.21, 0.20, 0.21, 0.20, 0.21, 0.18, 0.22, 0.18, 0.22],
  "gap_ha": 0.31456,
  "lumo_energy_ev": -2.336,
  "total_charge": 1,
  "smiles": "CCOCCC[NH2+]Cc1ccc(OCCC(C)C)c(OC)c1",
  "spin_multiplicity": 1
}